DFT (ωB97M-V/def2-TZVPD) results for a single C4H7F molecule at a distorted geometry.

Last column: natural (NBO) charge in e.
CARTESIAN COORDINATES (ANGSTROEM)
C (-0.56244, 1.37482, 0.03775)  -0.52
C (-0.58347, 0.07643, 0.03596)  0.42
F (-1.67613, -0.71615, -0.04574)  -0.34
C (0.68801, -0.79585, 0.06197)  -0.47
C (1.86088, 0.09122, -0.05600)  -0.61
H (-1.62072, 1.99114, -0.05759)  0.21
H (0.23518, 2.07315, 0.00083)  0.23
H (0.80983, -1.33960, 1.01140)  0.22
H (0.62499, -1.56496, -0.71679)  0.22
H (2.04135, 0.77557, 0.81139)  0.21
H (1.89404, 0.62282, -1.02062)  0.21
H (2.68265, -0.59255, -0.09507)  0.21

Results
Structure (SMILES) = C=C(F)CC
Net charge = 0
Molecular weight = 74.098 g/mol
Frontier orbital gap = 11.0 eV
E_HOMO = -9.872 eV
DFT total energy = -6977.734 eV
LUMO level = 0.0407 Eh
ΔE to the lowest compared entry with this formula, charge and spin = 10.6 kcal per mole

=====

DFT (ωB97M-V/def2-TZVPD) results for C4H7FI2 as an isolated structure at a distorted geometry.

Last column: natural (NBO) charge in e.
CARTESIAN COORDINATES (ANGSTROEM)
C (-2.62278, 0.09115, -0.73084)  -0.66
C (-1.17972, -0.17486, -1.22140)  -0.09
C (-0.21513, -0.83116, -0.55131)  -0.50
C (3.06111, -0.04192, 1.95861)  0.01
F (4.40938, 0.18984, 1.87899)  -0.40
I (2.54710, 1.53528, 0.04310)  0.12
I (2.36238, 0.88361, 3.66367)  0.10
H (-2.86239, 1.11843, -0.70255)  0.22
H (-2.60976, -0.22805, 0.37224)  0.21
H (-3.41232, -0.55671, -1.30915)  0.23
H (1.36432, 0.39885, -0.12044)  0.14
H (-1.04575, 0.09754, -2.26201)  0.19
H (0.51378, -1.01858, -1.31628)  0.22
H (-0.31023, -1.46341, 0.29737)  0.23

Results
Net charge = 0
Molecular weight = 327.906 g/mol
Frontier orbital gap = 7.9 eV
E_HOMO = -8.365 eV
DFT total energy = -23175.107 eV
LUMO level = -0.0185 Eh
ΔE to the lowest compared entry with this formula, charge and spin = 97.9 kcal per mole

=====

The highest frontier orbital gap belongs to which entry? C4H7F

=====

Which formula does entry 1 have? C4H7F

=====

Which value of frontier orbital gap does entry 1 give? 11.0 eV

=====

ΔE to the lowest compared entry with this formula, charge and spin of number 1 (C4H7F)? 10.6 kcal per mole